146
Properties=species:S:1:pos:R:3 method="wB97M-V/def2-TZVPD" molar_mass_g_mol=1285.07 e_tot_ha=-4589.82525
C 0.25436 -0.51607 1.33040
C 0.32124 -0.04780 0.19998
C 0.30869 0.76455 -1.14936
Si 2.08538 1.29278 -1.66979
O 2.51830 2.88959 -1.19950
Si 1.76181 3.41778 0.25662
C 1.91829 5.34379 0.26297
C 2.47736 1.01177 -3.51584
I 2.38578 -1.15965 -3.97385
C 1.46326 1.68840 -4.54551
C 2.37198 2.33538 -5.70811
I 0.24996 3.29916 -3.73612
H 0.04051 -1.17045 2.21674
H -0.03186 0.00695 -1.93841
H -0.44571 1.60027 -1.14763
H 2.98610 0.40011 -0.92026
H 2.41719 2.78547 1.40079
H 0.31351 3.15028 0.30904
H 2.56324 5.72840 1.10428
H 0.87228 5.77924 0.40348
H 2.26198 5.70339 -0.76403
H 3.56545 1.28466 -3.71295
H 0.74840 0.93635 -5.00964
H 2.92118 1.51582 -6.28299
H 1.79604 3.03589 -6.37668
H 3.20132 2.96335 -5.23548
O 2.74282 1.94835 4.12787
C 3.63051 1.14740 3.99232
O 4.65897 1.00498 4.87124
C 5.59423 0.04394 4.35842
C 4.80628 -0.79459 3.37738
C 3.79974 0.20097 2.83114
H 6.41794 0.58094 3.87882
H 5.99297 -0.55318 5.17952
H 5.42712 -1.25703 2.61042
H 4.28039 -1.59257 3.91122
H 4.19499 0.75307 1.97551
H 2.85655 -0.27809 2.57527
O -2.73933 5.45475 -1.83403
C -3.34426 5.35401 -2.86898
O -4.29697 4.41639 -3.10578
C -4.73375 4.51056 -4.47135
C -4.38537 5.91690 -4.90357
C -3.13258 6.20414 -4.09741
H -4.20720 3.75235 -5.05873
H -5.80506 4.32051 -4.52873
H -4.24682 6.01413 -5.98089
H -5.18093 6.60478 -4.60311
H -2.23013 5.86677 -4.61275
H -3.05507 7.25838 -3.83572
O -0.72786 -3.90199 1.22857
C -1.67711 -3.75324 0.50142
O -2.01417 -4.62113 -0.48556
C -3.12175 -4.09313 -1.22968
C -3.79294 -3.10722 -0.29865
C -2.62447 -2.58107 0.51138
H -2.73642 -3.61490 -2.13438
H -3.79027 -4.90494 -1.51739
H -4.35036 -2.33032 -0.82304
H -4.48921 -3.63371 0.36081
H -2.14086 -1.73040 0.02587
H -2.92250 -2.32558 1.52728
O 3.23013 -1.29723 0.22652
C 4.09909 -2.10344 0.04753
O 5.19444 -2.22049 0.84442
C 6.08056 -3.20051 0.29036
C 5.21175 -4.06796 -0.59353
C 4.17005 -3.08730 -1.09003
H 6.86269 -2.68707 -0.27278
H 6.54239 -3.77332 1.09607
H 5.76696 -4.56032 -1.39266
H 4.72837 -4.84369 0.00811
H 4.49761 -2.56998 -1.99372
H 3.20718 -3.57086 -1.25142
O 3.80201 -3.02267 6.18697
C 2.75521 -2.97315 5.60146
O 2.52896 -3.57114 4.40066
C 1.21774 -3.22359 3.93251
C 0.44635 -2.82189 5.17093
C 1.52808 -2.21735 6.04625
H 1.31029 -2.40364 3.21620
H 0.76818 -4.08016 3.43116
H -0.38054 -2.14179 4.96147
H 0.03548 -3.71168 5.65692
H 1.67139 -1.15368 5.84115
H 1.32901 -2.38146 7.10414
O 2.19885 -9.06895 0.04072
C 1.82025 -8.25731 0.84082
O 1.43121 -6.99659 0.51585
C 1.14588 -6.25849 1.71435
C 0.85750 -7.30702 2.76673
C 1.74817 -8.45628 2.33469
H 2.01953 -5.64800 1.96448
H 0.29126 -5.59946 1.54586
H 1.04915 -6.96062 3.78358
H -0.19122 -7.61336 2.70720
H 2.75334 -8.37268 2.75360
H 1.30831 -9.42169 2.58055
O -7.81937 4.49427 -5.36039
C -8.00378 3.38872 -5.79695
O -7.00837 2.57172 -6.23155
C -7.57878 1.37703 -6.78670
C -8.95554 1.27214 -6.16991
C -9.34375 2.72547 -5.98681
H -7.61658 1.48163 -7.87483
H -6.95175 0.52078 -6.53669
H -9.65797 0.70390 -6.78044
H -8.88788 0.78628 -5.19548
H -9.82120 3.13632 -6.87935
H -9.97786 2.86541 -5.11269
O 1.16093 2.88663 10.63110
C 1.76879 2.74546 9.60484
O 1.20238 2.81979 8.37182
C 2.18307 2.49557 7.37370
C 3.52006 2.75168 8.03222
C 3.23670 2.41861 9.48478
H 2.05521 1.44821 7.08639
H 2.03401 3.12237 6.49530
H 4.33209 2.16812 7.59745
H 3.78081 3.81032 7.94280
H 3.38318 1.35694 9.69557
H 3.83080 3.03053 10.16187
O -9.48937 -1.17002 -3.70685
C -9.87601 -0.36301 -2.90691
O -10.25347 0.90429 -3.23099
C -10.55257 1.63401 -2.03120
C -10.86368 0.58001 -0.99097
C -9.97292 -0.57120 -1.41701
H -9.68067 2.23754 -1.76413
H -11.40013 2.29696 -2.20749
H -10.68628 0.91815 0.03038
H -11.91265 0.28029 -1.06898
H -8.97406 -0.49608 -0.98174
H -10.42195 -1.53555 -1.18483
O 6.64315 -0.78951 -1.78044
C 6.91099 0.37030 -1.96638
O 7.43601 1.18992 -1.02075
C 7.52918 2.52519 -1.54272
C 7.54024 2.36381 -3.04808
C 6.67874 1.13326 -3.24583
H 6.66608 3.09754 -1.19163
H 8.43974 2.99919 -1.17542
H 7.17805 3.24464 -3.57939
H 8.55810 2.15880 -3.39199
H 5.61974 1.38625 -3.32322
H 6.99978 0.55260 -4.10945